Molecular formula: H3OS2
Method: DFT, wB97M-V/def2-TZVPD

Geometry (Å):
O  0.390  1.450  -1.456
H  0.328  0.498  -1.376
S  -1.666  -1.075  1.186
S  0.136  -1.751  1.902
H  -0.206  1.675  -2.146
H  1.017  -0.796  1.890

Computed properties:
Gap between HOMO and LUMO = 5.9 eV
Highest occupied orbital energy = -2.089 eV
Molecular weight = 83.2 g mol⁻¹
Net charge = -1
Energy relative to the best compared isomer or geometry (same formula, charge and spin) = 52.7 kJ/mol
Lowest unoccupied orbital energy = 3.8 eV
Calculated total energy = -873.44741 Eh

---

Molecular formula: H3PS2
Method: DFT, wB97M-V/def2-TZVPD

Geometry (Å):
P  2.013  -1.660  -0.560
S  -0.637  0.377  -0.747
S  0.243  -1.131  0.206
H  1.896  -0.879  -1.802
H  -2.136  1.897  1.471
H  -1.379  1.395  1.432

Computed properties:
Gap between HOMO and LUMO (alpha / beta) = 7.2 / 6.7 eV
Highest occupied orbital energy (alpha / beta) = -9.045 / -8.767 eV
Molecular weight = 98.1 g mol⁻¹
Energy relative to the best compared isomer or geometry (same formula, charge and spin) = 270.6 kJ/mol
Lowest unoccupied orbital energy (alpha / beta) = -1.8 / -2.1 eV
Calculated total energy = -1139.42273 Eh

---

Molecular formula: H3PS2
Method: DFT, wB97M-V/def2-TZVPD

Geometry (Å):
P  1.449  -2.854  0.441
S  0.853  0.572  0.578
S  2.107  -0.890  0.419
H  0.119  -2.698  -0.009
H  -2.652  2.965  -0.836
H  -1.876  2.904  -0.593

Computed properties:
Gap between HOMO and LUMO (alpha / beta) = 7.0 / 7.3 eV
Highest occupied orbital energy (alpha / beta) = -8.963 / -9.102 eV
Molecular weight = 98.1 g mol⁻¹
Energy relative to the best compared isomer or geometry (same formula, charge and spin) = 240.1 kJ/mol
Lowest unoccupied orbital energy (alpha / beta) = -2.0 / -1.8 eV
Calculated total energy = -1139.43434 Eh

---

Molecular formula: H3PS2
Method: DFT, wB97M-V/def2-TZVPD

Geometry (Å):
P  -0.493  1.145  0.269
S  -0.631  -0.413  1.755
S  1.344  0.977  -0.805
H  -1.385  0.193  -1.202
H  -0.319  -1.617  1.244
H  1.485  -0.285  -1.262

Computed properties:
Gap between HOMO and LUMO = 9.1 eV
Highest occupied orbital energy = -9.394 eV
Molecular weight = 98.1 g mol⁻¹
Energy relative to the best compared isomer or geometry (same formula, charge and spin) = 159.2 kJ/mol
Lowest unoccupied orbital energy = -0.3 eV
Calculated total energy = -1139.46515 Eh

---

Molecular formula: H3S3
Method: DFT, wB97M-V/def2-TZVPD

Geometry (Å):
S  0.926  0.066  -2.028
H  0.715  1.359  -1.761
S  -0.010  0.258  2.082
S  -0.711  -0.637  -0.988
H  -0.578  -0.910  2.417
H  -0.342  -0.136  0.278

Computed properties:
Gap between HOMO and LUMO (alpha / beta) = 9.5 / 6.3 eV
Highest occupied orbital energy (alpha / beta) = -9.236 / -9.290 eV
Molecular weight = 99.2 g mol⁻¹
Expectation value of S² = 0.758
2S+1 = 2
Energy relative to the best compared isomer or geometry (same formula, charge and spin) = 83.4 kJ/mol
Lowest unoccupied orbital energy (alpha / beta) = 0.2 / -3.0 eV
Calculated total energy = -1196.28428 Eh

---

Molecular formula: H40KO24P
Method: DFT, wB97M-V/def2-TZVPD

Geometry (Å):
K  0.075  -0.601  -0.374
P  -0.035  3.635  -1.034
O  1.517  3.963  -1.157
O  -0.743  4.268  0.238
O  -0.034  2.072  -1.015
O  -0.668  4.148  -2.363
O  2.244  -2.576  3.500
H  2.191  -2.227  4.390
H  1.692  -3.357  3.516
O  -0.964  -1.023  2.081
H  -0.712  -1.610  2.794
H  -1.626  -0.449  2.466
O  1.386  -4.242  -1.943
H  1.143  -4.661  -1.118
H  1.967  -3.526  -1.687
O  -1.983  -4.366  1.507
H  -1.895  -4.485  2.453
H  -1.129  -4.616  1.153
O  -2.133  0.929  -1.455
H  -1.353  1.465  -1.315
H  -2.609  1.375  -2.155
O  0.512  1.598  4.538
H  -0.022  1.590  3.744
H  1.374  1.896  4.245
O  2.245  -1.139  1.208
H  2.023  -1.415  2.097
H  2.828  -0.389  1.328
O  2.531  1.303  -0.404
H  3.057  2.054  -0.128
H  1.731  1.689  -0.762
O  -2.198  2.905  3.604
H  -1.760  2.431  2.898
H  -3.112  2.626  3.551
O  -4.009  -1.239  1.475
H  -4.163  -0.325  1.715
H  -3.148  -1.441  1.842
O  2.441  1.632  -5.136
H  1.837  1.336  -4.456
H  3.062  2.197  -4.676
O  -2.688  2.727  0.764
H  -2.596  1.833  0.434
H  -1.898  3.176  0.466
O  0.808  0.586  -3.048
H  0.486  1.313  -2.515
H  0.055  0.324  -3.577
O  -0.150  2.083  1.762
H  0.044  3.013  1.876
H  -0.274  1.977  0.818
O  -4.182  -1.244  -1.365
H  -3.958  -1.029  -0.459
H  -3.418  -0.970  -1.872
O  3.327  -0.817  -3.005
H  3.231  -1.380  -2.237
H  2.501  -0.336  -3.055
O  3.217  -2.453  -0.792
H  2.939  -2.014  0.012
H  3.818  -3.137  -0.496
O  -1.706  -0.564  -4.256
H  -2.582  -0.224  -4.437
H  -1.804  -1.515  -4.300
O  -1.318  -2.884  -0.856
H  -1.387  -3.299  -1.716
H  -1.856  -3.430  -0.282
O  2.731  2.116  2.658
H  3.029  2.938  2.267
H  2.072  1.786  2.048

Computed properties:
Gap between HOMO and LUMO = 1.7 eV
Highest occupied orbital energy = 0.342 eV
Molecular weight = 494.4 g mol⁻¹
Net charge = -2
Lowest unoccupied orbital energy = 2.1 eV
Calculated total energy = -2771.25315 Eh

---

Molecular formula: H40N2O22S3
Method: DFT, wB97M-V/def2-TZVPD

Geometry (Å):
O  2.409  2.352  -0.037
O  -1.384  -2.147  -1.439
N  0.920  0.525  0.274
N  -0.250  -1.061  0.456
S  -0.584  0.330  -0.281
S  0.989  1.994  0.222
S  -1.074  -2.140  -0.012
O  3.052  4.068  -2.276
H  3.001  3.425  -1.497
H  2.645  3.617  -3.085
O  -0.024  0.403  -4.436
H  0.668  0.051  -5.085
H  -0.759  0.849  -4.969
O  -3.928  0.132  1.224
H  -4.084  0.169  0.225
H  -3.905  1.081  1.575
O  1.325  5.461  1.112
H  0.972  6.397  0.958
H  2.327  5.521  1.245
O  -4.518  -0.302  -1.226
H  -5.191  -1.030  -1.025
H  -4.715  0.065  -2.148
O  -3.509  -3.027  -3.171
H  -3.331  -3.033  -4.167
H  -2.725  -2.582  -2.713
O  1.447  -1.223  2.665
H  0.907  -0.928  3.469
H  0.932  -0.974  1.831
O  0.361  -3.935  2.262
H  0.779  -4.779  2.632
H  0.963  -3.156  2.496
O  -1.957  -0.200  3.619
H  -2.482  0.108  2.811
H  -2.503  0.005  4.446
O  4.796  1.394  0.967
H  3.922  1.659  0.532
H  4.907  1.942  1.811
O  -3.282  -4.295  0.965
H  -4.195  -4.733  0.969
H  -3.200  -3.730  1.801
O  -2.533  -2.918  3.094
H  -2.431  -1.926  3.267
H  -1.655  -3.368  3.314
O  3.483  -1.673  -2.150
H  3.368  -1.669  -1.145
H  2.568  -1.574  -2.572
O  0.922  -5.474  -0.983
H  1.250  -5.646  -0.042
H  -0.038  -5.789  -1.045
O  3.352  -1.024  0.494
H  4.022  -0.322  0.780
H  2.437  -0.594  0.466
O  -2.012  2.964  -1.664
H  -2.217  3.510  -0.837
H  -2.871  2.851  -2.187
O  -0.541  3.826  2.249
H  -1.402  4.357  2.272
H  0.208  4.453  1.986
O  4.275  3.032  3.017
H  4.898  3.776  3.305
H  3.341  3.265  3.329
O  0.906  -2.029  -3.091
H  0.315  -2.352  -2.336
H  0.468  -1.218  -3.509
O  0.379  2.635  -2.920
H  0.342  1.820  -3.518
H  -0.555  2.815  -2.575

Computed properties:
Gap between HOMO and LUMO = 6.7 eV
Highest occupied orbital energy = -8.441 eV
Molecular weight = 516.5 g mol⁻¹
Lowest unoccupied orbital energy = -1.7 eV
Calculated total energy = -2983.06769 Eh

---

Molecular formula: H40O20
Method: DFT, wB97M-V/def2-TZVPD

Geometry (Å):
O  -3.856  2.929  1.186
H  -3.070  2.547  1.232
H  -4.573  2.182  1.250
O  2.264  -3.452  -0.021
H  2.951  -3.882  0.464
H  2.228  -2.479  0.316
O  -1.785  -4.667  2.060
H  -1.135  -4.118  1.489
H  -2.013  -5.566  2.090
O  1.035  3.028  -2.755
H  1.893  3.296  -2.070
H  1.441  2.817  -3.561
O  -0.373  -3.389  -0.178
H  0.526  -3.584  -0.073
H  -0.522  -3.166  -1.203
O  5.028  -1.076  -0.631
H  5.901  -0.798  -0.246
H  4.477  -1.422  0.106
O  1.624  -0.646  -5.329
H  2.592  -0.555  -4.995
H  1.243  -1.336  -4.895
O  0.050  -5.470  -2.978
H  0.168  -5.399  -2.007
H  -0.413  -4.668  -3.195
O  -2.360  -0.051  -0.955
H  -1.539  -0.288  -0.404
H  -2.284  0.934  -1.071
O  2.511  5.059  2.266
H  2.443  4.103  2.320
H  1.641  5.330  2.530
O  -0.491  -1.450  2.086
H  -1.414  -1.011  2.152
H  -0.401  -1.648  1.181
O  -0.350  1.413  -0.914
H  -0.170  2.301  -1.234
H  0.183  0.868  -1.297
O  -0.551  -1.757  4.801
H  -0.045  -0.956  4.570
H  -0.748  -2.053  3.948
O  -3.120  0.015  1.702
H  -3.577  -0.371  2.372
H  -2.549  -0.769  1.286
O  1.135  1.559  1.386
H  0.847  1.109  2.116
H  0.557  1.489  0.637
O  -1.436  4.833  -0.421
H  -2.159  4.161  -0.205
H  -0.748  4.435  -0.963
O  -2.933  -2.128  -1.752
H  -3.487  -1.858  -1.030
H  -3.627  -2.317  -2.398
O  -3.183  4.500  -2.638
H  -2.972  4.658  -1.702
H  -2.651  3.745  -2.763
O  2.227  4.054  -0.391
H  2.829  4.683  0.060
H  2.093  3.387  0.187
O  3.705  -2.314  2.373
H  3.300  -3.112  2.994
H  3.643  -1.679  3.116

Computed properties:
Gap between HOMO and LUMO (alpha / beta) = 2.7 / 10.0 eV
Highest occupied orbital energy (alpha / beta) = -0.439 / -8.003 eV
Molecular weight = 360.3 g mol⁻¹
Expectation value of S² = 0.751
Net charge = -1
2S+1 = 2
Energy relative to the best compared isomer or geometry (same formula, charge and spin) = 382.1 kJ/mol
Lowest unoccupied orbital energy (alpha / beta) = 2.3 / 2.0 eV
Calculated total energy = -1528.60101 Eh

---

Molecular formula: H40O20
Method: DFT, wB97M-V/def2-TZVPD

Geometry (Å):
O  -2.582  -1.860  2.482
H  -2.422  -0.941  2.820
H  -2.831  -1.832  1.583
O  1.040  -4.158  -4.149
H  1.213  -3.574  -4.840
H  1.110  -3.771  -3.352
O  1.620  2.859  -2.101
H  1.662  1.933  -1.976
H  2.375  3.451  -2.054
O  -0.833  -0.097  -2.907
H  -1.490  0.509  -2.573
H  0.061  0.091  -3.103
O  -0.166  2.332  4.564
H  0.272  1.736  3.825
H  0.462  2.983  4.600
O  -5.100  -0.903  -1.368
H  -5.677  -1.205  -2.075
H  -4.282  -1.347  -1.363
O  0.245  -0.269  1.624
H  -0.369  0.378  1.916
H  -0.186  -0.826  1.037
O  3.609  0.861  -4.125
H  3.231  0.220  -3.466
H  4.357  1.359  -3.744
O  -1.964  -2.386  0.127
H  -1.186  -2.872  0.499
H  -2.592  -3.223  -0.239
O  2.711  -1.598  2.069
H  1.701  -1.376  2.220
H  2.840  -1.502  1.166
O  4.580  0.776  0.618
H  4.991  1.657  0.513
H  3.904  1.211  1.105
O  2.799  -0.627  -1.693
H  3.288  -0.864  -2.521
H  3.278  -0.706  -0.928
O  -1.432  -4.680  -2.995
H  -2.015  -4.106  -3.545
H  -0.513  -4.437  -3.085
O  1.987  0.232  3.948
H  1.875  -0.115  4.841
H  2.404  -0.588  3.472
O  -1.689  2.629  2.233
H  -1.740  2.782  3.083
H  -1.906  3.421  1.586
O  -3.258  1.395  -2.040
H  -2.826  2.085  -1.565
H  -3.669  0.836  -1.412
O  0.298  -2.046  -1.621
H  0.444  -1.126  -1.804
H  -0.639  -1.979  -1.418
O  -0.361  3.738  0.335
H  -0.111  4.107  1.075
H  0.330  3.112  0.136
O  2.056  1.770  1.338
H  1.811  0.826  1.006
H  2.565  1.571  2.145
O  -3.819  1.873  3.678
H  -3.148  1.920  3.150
H  -4.494  1.458  3.142

Computed properties:
Gap between HOMO and LUMO = 10.7 eV
Highest occupied orbital energy = -11.034 eV
Molecular weight = 360.3 g mol⁻¹
Energy relative to the best compared isomer or geometry (same formula, charge and spin) = 745.7 kJ/mol
Lowest unoccupied orbital energy = -0.4 eV
Calculated total energy = -1528.59895 Eh

---

Molecular formula: H41O20
Method: DFT, wB97M-V/def2-TZVPD

Geometry (Å):
O  1.275  -3.553  1.869
H  2.124  -1.862  -0.464
O  -1.635  0.268  -5.175
H  -0.739  0.245  -5.328
H  0.654  -2.672  -1.126
O  4.633  -0.751  1.920
H  4.654  0.024  2.404
H  4.422  -0.573  1.020
O  -3.645  -4.259  -0.423
H  -2.976  -4.095  -0.998
H  -2.772  0.902  4.917
O  -1.600  0.982  -2.608
H  -2.084  0.565  1.018
H  -4.497  -3.739  -0.606
O  -1.400  -0.150  0.706
H  -3.318  2.643  -1.630
H  -0.683  1.195  -2.647
O  1.562  -1.851  -4.184
H  2.082  -2.293  1.252
H  -4.260  2.068  -2.634
O  0.608  4.689  1.724
H  0.207  5.296  2.404
H  0.798  3.997  2.353
O  -1.597  -1.733  -1.752
H  -1.850  -0.811  -1.701
H  -1.632  0.320  -3.407
O  3.601  2.717  -2.055
H  3.886  3.353  -2.711
H  4.276  2.150  -1.708
O  -1.708  3.967  1.367
H  -2.103  4.700  1.286
H  2.234  -2.422  -4.445
O  -3.470  1.179  1.939
H  -2.785  1.958  2.076
H  -4.216  1.504  1.276
O  4.239  1.833  1.273
H  3.421  1.681  0.878
H  4.368  2.253  2.030
O  -1.163  -4.110  2.823
H  -2.223  1.069  -5.514
H  -2.204  -4.279  2.780
O  2.373  -1.623  0.605
H  -0.785  3.937  1.285
H  1.271  -3.550  2.882
O  -1.920  0.457  5.183
H  -0.097  0.070  1.328
H  -2.019  -0.448  5.331
O  0.880  0.076  1.580
H  1.146  0.901  1.790
H  -0.886  -4.901  2.959
O  -4.085  2.172  -1.650
H  0.282  -3.791  1.577
H  1.294  -1.101  -4.675
O  0.848  -1.698  -1.381
H  1.884  -0.659  0.829
H  1.021  -1.730  -2.458
O  2.230  0.532  -0.706
H  1.575  0.504  -1.475
H  3.013  0.935  -1.060
H  -1.752  -0.881  0.977
H  -0.762  -1.611  -1.119

Computed properties:
Gap between HOMO and LUMO = 9.9 eV
Highest occupied orbital energy = -12.810 eV
Molecular weight = 361.3 g mol⁻¹
Net charge = +1
Energy relative to the best compared isomer or geometry (same formula, charge and spin) = 746.1 kJ/mol
Lowest unoccupied orbital energy = -2.9 eV
Calculated total energy = -1528.92210 Eh